No. 1
93
Properties=species:S:1:pos:R:3:mulliken_charge:R:1 method="wB97M-V/def2-TZVPD" charge=-1 lumo_energy_ev="2.342 / 2.340" homo_energy_ev="-3.59 / -3.63" de_lowest_ev=0.461
Os 0.33933 -0.10149 -0.14739 1.500
C 1.63591 0.00790 3.30001 -0.956
C 0.34224 0.70156 3.00167 0.269
C -0.36225 1.37456 3.98944 -1.007
C -1.56386 1.99744 3.65578 -0.909
C -2.03247 1.98211 2.36347 -0.594
C -1.26953 1.31830 1.37803 0.345
N -0.12973 0.65810 1.75424 1.522
N -1.45328 1.21882 0.05737 -0.386
Si -2.93769 1.57079 -0.76655 0.101
C -4.42172 0.76839 0.06195 -0.842
C -3.35871 3.41238 -0.82204 -1.335
C -2.80465 1.01474 -2.54424 -0.697
H 2.15551 0.51961 4.11141 0.503
H 2.25516 -0.04209 2.40504 -0.258
H 1.45032 -1.02107 3.61603 0.171
H 0.02730 1.40791 4.99746 0.473
H -2.12949 2.51538 4.42223 0.375
H -2.95279 2.47972 2.09332 0.330
H -4.62754 1.22443 1.03429 0.312
H -4.28669 -0.30103 0.21788 0.121
H -5.31209 0.90291 -0.55981 0.419
H -3.34379 3.87968 0.16559 0.344
H -4.36989 3.52847 -1.22585 0.405
H -2.67654 3.96991 -1.46475 0.296
H -2.61234 -0.05807 -2.59361 0.048
H -2.00845 1.55327 -3.06586 0.128
H -3.74329 1.22192 -3.06644 0.525
Br 0.62995 2.11915 -5.41232 -0.174
C 0.29652 0.56812 -4.38278 -0.473
C -0.13489 -0.59849 -4.98199 -0.502
C -0.37281 -1.68090 -4.15098 -1.414
C -0.18315 -1.55719 -2.78926 -0.041
N 0.24937 -0.42359 -2.21749 1.186
C 0.48632 0.63055 -3.01799 -0.141
H -0.28649 -0.65467 -6.05103 0.433
H -0.72391 -2.62183 -4.55102 0.496
H -0.41060 -2.36444 -2.11925 0.197
H 0.84880 1.51902 -2.51987 0.130
C 1.77457 -3.29154 -0.98100 -1.398
C 2.01497 -2.62401 0.38117 1.479
C 3.50454 -2.73878 0.74278 -1.656
C 1.19854 -3.36194 1.44845 -1.267
N 1.69156 -1.21366 0.39996 0.569
H 2.24495 -4.27862 -1.01890 0.550
H 2.19539 -2.67635 -1.77974 0.204
H 0.70600 -3.42298 -1.15165 0.080
H 3.82792 -3.78411 0.77209 0.445
H 3.67500 -2.28473 1.72148 0.295
H 4.11225 -2.19619 0.01824 0.272
H 1.54948 -4.39525 1.52206 0.493
H 0.13827 -3.35704 1.20431 0.016
H 1.32861 -2.88688 2.42211 0.128
O -4.64029 -3.31898 -0.89851 -0.764
C -4.22707 -3.41983 0.37528 0.448
C -5.01574 -4.13645 1.27762 -0.788
C -4.63571 -4.24001 2.60181 -0.285
C -3.46660 -3.63587 3.05738 -1.279
C -2.67937 -2.93366 2.16250 -0.189
C -3.03669 -2.81949 0.82096 0.307
C -2.16671 -2.04716 -0.13085 -0.027
O -2.54428 -1.92283 -1.32150 -0.792
O -1.08710 -1.60923 0.35248 0.021
H -3.96916 -2.71983 -1.33561 0.386
H -5.92727 -4.59293 0.91299 0.446
H -5.26209 -4.79381 3.29168 0.363
H -3.17802 -3.71198 4.09763 0.416
H -1.76592 -2.44731 2.48076 0.345
C 1.51957 3.68271 1.69876 -1.190
Si 1.60367 3.12131 -0.10231 0.503
C 0.06030 3.84710 -0.88807 -0.948
C 3.05051 4.04160 -0.88917 -1.334
N 1.77775 1.43515 -0.41414 0.002
C 3.11424 0.99310 -0.50281 0.163
C 4.03616 1.24015 0.52274 -0.087
C 5.36900 0.86738 0.41559 -0.847
C 5.83192 0.22390 -0.72222 -0.694
C 4.93172 -0.04549 -1.74690 -0.632
C 3.60184 0.32505 -1.63673 -0.097
H 1.40371 4.77150 1.73432 0.467
H 2.42312 3.42784 2.25984 0.317
H 0.66404 3.24342 2.21762 0.291
H 0.21409 4.92351 -1.02113 0.548
H -0.80504 3.70400 -0.24607 -0.033
H -0.17491 3.42036 -1.86709 0.284
H 2.92156 5.11934 -0.75026 0.390
H 3.07724 3.84248 -1.96512 0.316
H 4.01932 3.75620 -0.47714 0.336
H 3.68119 1.72973 1.42335 0.171
H 6.04860 1.07705 1.23425 0.419
H 6.87069 -0.07058 -0.80842 0.336
H 5.26991 -0.55527 -2.64261 0.388
H 2.92169 0.09959 -2.44698 0.215



No. 2
90
Properties=species:S:1:pos:R:3:mulliken_charge:R:1 method="wB97M-V/def2-TZVPD" charge=-1 lumo_energy_ev=0.779 homo_energy_ev=-3.84
C -5.32719 2.47862 0.91623 -0.001
C -4.79897 1.92452 -0.00900 -1.107
C -4.17111 1.27006 -1.16335 0.776
C -4.61754 1.91967 -2.47966 -0.809
C -3.78083 1.48556 -3.70280 -1.389
C -3.25162 0.07738 -3.65672 -0.002
C -4.11063 -1.01864 -3.59449 1.461
Cl -5.82460 -0.72677 -3.69917 -0.281
C -3.67442 -2.34108 -3.48327 0.377
C -4.62270 -3.50363 -3.37790 -1.883
I -4.39545 -4.76723 -5.11880 0.088
C -4.53251 -4.31704 -2.08661 -0.240
C -3.26945 -5.13135 -1.81784 -1.321
I -4.89038 -2.99369 -0.43656 0.074
C -2.30870 -2.56622 -3.45408 -0.484
C -1.43033 -1.50722 -3.51321 -0.347
C -1.88049 -0.19307 -3.64075 0.871
C -0.81087 0.85276 -3.77194 -0.974
O -0.93694 1.78373 -4.53408 -0.596
C 0.41453 0.63047 -2.95150 1.293
C 1.11881 1.68554 -2.36762 0.620
C 0.72838 3.13669 -2.49312 -0.515
C 0.68615 3.86422 -1.13687 -1.200
C 2.24559 1.35484 -1.61601 -0.938
C 2.66159 0.05433 -1.43639 -0.774
C 1.94725 -0.98770 -2.00857 0.089
O 2.35198 -2.26695 -1.76308 -0.584
C 1.49820 -2.98468 -0.85147 -0.145
C 2.32455 -3.66569 0.23194 -0.898
C 2.41612 -5.19682 0.12768 -0.559
C 1.07850 -5.89161 -0.15252 -1.114
C 0.82602 -0.70770 -2.78087 0.435
C 0.03306 -1.78319 -3.42633 -0.212
O 0.49341 -2.82435 -3.82693 -0.606
H -5.78627 2.88173 1.78439 0.468
H -4.50052 0.22838 -1.13828 -0.223
H -3.08688 1.29253 -1.04820 0.214
H -4.53699 2.99993 -2.36564 0.547
H -5.67401 1.71133 -2.63207 0.331
H -4.37082 1.62144 -4.61039 0.407
H -2.95388 2.17899 -3.77410 0.313
H -5.64362 -3.15792 -3.46856 0.745
H -5.38168 -4.99529 -2.08974 0.504
H -2.49407 -4.53173 -1.34724 0.393
H -2.89718 -5.61095 -2.71986 0.310
H -3.51379 -5.91868 -1.10491 0.382
H -1.89192 -3.55983 -3.39417 0.953
H 1.48838 3.61403 -3.11736 0.363
H -0.20683 3.25235 -3.02484 0.289
H 0.23884 3.23968 -0.36920 0.290
H 1.69197 4.13802 -0.82294 0.314
H 0.13691 4.79738 -1.24281 0.456
H 2.80291 2.14999 -1.14112 0.398
H 3.52437 -0.17941 -0.82960 0.583
H 0.91868 -3.69456 -1.44177 0.229
H 0.79302 -2.28689 -0.39597 0.371
H 1.94237 -3.39999 1.21726 0.331
H 3.33487 -3.26059 0.17959 0.317
H 3.15034 -5.46513 -0.63080 0.289
H 2.79563 -5.56220 1.08278 0.388
H 1.04585 -6.88424 0.29323 0.411
H 0.22899 -5.31527 0.21176 0.251
H 0.93684 -6.03591 -1.22469 0.295
C 1.36649 1.21318 1.77504 -0.130
Si 2.43395 1.53222 3.30870 0.014
C 4.22222 1.23161 2.73178 -1.078
C 2.02580 0.12483 4.51888 -1.006
N 2.12868 3.06834 3.87771 -0.085
Si 2.81823 3.82848 5.19594 0.099
C 4.70088 4.06789 5.08159 -1.056
C 2.49996 2.97249 6.86288 -1.053
C 2.09312 5.57122 5.36998 -1.042
H 1.54740 0.21204 1.36187 -0.170
H 0.30527 1.29541 2.02261 0.409
H 1.60053 1.94743 1.00616 -0.330
H 4.31125 0.30054 2.15529 0.373
H 4.90793 1.15531 3.57904 0.340
H 4.55432 2.05666 2.09739 0.254
H 1.03736 0.28319 4.95462 0.270
H 2.75470 0.07223 5.33142 0.294
H 2.02377 -0.85219 4.01769 0.297
H 5.23383 3.12302 5.21655 0.295
H 5.06594 4.76191 5.84897 0.345
H 4.96766 4.47467 4.10388 0.261
H 1.44233 2.71764 6.95652 0.261
H 2.76848 3.62097 7.70619 0.343
H 3.08395 2.05343 6.95923 0.294
H 1.01083 5.51521 5.50613 0.257
H 2.29538 6.15361 4.46823 0.253
H 2.51882 6.10771 6.22662 0.269



No. 3
103
Properties=species:S:1:pos:R:3:mulliken_charge:R:1 method="wB97M-V/def2-TZVPD" charge=0 lumo_energy_ev=-0.301 homo_energy_ev=-8.52
C 2.15246 -2.67816 3.07167 -1.815
C 2.69429 -2.94882 1.67957 0.957
C 2.84926 -4.45763 1.36808 -0.733
O 2.25494 -4.62862 0.10951 -0.403
C 1.61517 -3.41958 -0.28349 0.270
O 1.05244 -3.16613 -1.34939 -0.375
O 1.62679 -2.60130 0.78155 -0.473
H 1.14415 -3.07141 3.20124 0.476
H 2.05561 -1.59473 3.14165 0.287
H 2.85934 -3.10133 3.78535 0.474
H 3.57420 -2.39859 1.34622 0.615
H 2.36605 -5.01295 2.17197 0.357
H 3.92883 -4.60351 1.33141 0.366
C 5.44114 1.87768 2.38120 -1.450
C 5.07085 0.36858 2.58712 0.170
C 4.19129 0.07240 3.78356 -0.566
O 2.94987 -0.46146 3.18454 -0.363
C 3.06677 -0.57073 1.86426 0.485
O 2.20314 -0.99760 1.15521 -0.325
O 4.26352 -0.06281 1.45042 -0.026
H 4.52518 2.46852 2.38486 0.357
H 5.97137 1.91400 1.42955 0.335
H 6.10397 2.37628 3.08841 0.423
H 5.97985 -0.20077 2.78119 0.346
H 3.95214 0.99423 4.31378 0.285
H 4.57074 -0.62469 4.53069 0.337
C 3.18704 0.37957 -2.08356 -1.958
C 4.01839 -0.55252 -1.21378 1.495
C 3.30955 -1.77320 -0.63851 1.445
O 3.81258 -2.84066 -1.32668 -0.576
C 4.91326 -2.48651 -1.99924 0.389
O 5.59467 -3.25058 -2.65397 -0.614
O 5.03585 -1.14906 -2.04391 -0.517
H 3.86933 0.74928 -2.84899 0.597
H 2.77522 1.22854 -1.53789 0.467
H 2.44814 -0.12971 -2.70225 0.227
H 4.54568 0.17443 -0.59603 0.156
H 2.22639 -1.77697 -0.76040 0.383
H 3.58459 -1.79132 0.41607 -1.016
C 1.25120 0.34314 -0.03302 -1.060
C -0.03079 -0.06212 -0.76998 0.029
C -0.46856 -1.50496 -0.51890 -0.005
O -1.73328 -1.44866 0.06507 -0.320
C -2.06049 -0.17613 0.39774 0.299
O -3.10041 0.19307 0.97214 -0.410
O -1.11179 0.58974 -0.16033 -0.353
H 1.44635 1.41116 -0.12980 0.323
H 2.18400 -0.03970 -0.44703 -0.540
H 1.26492 0.08735 1.02645 0.017
H -0.03066 0.28181 -1.80430 1.602
H 0.22840 -1.82079 0.25737 -0.299
H -0.42093 -2.06329 -1.45382 0.351
C 0.52681 6.26898 -1.10015 -1.611
C 0.43760 4.81992 -0.56487 0.170
C -0.93620 4.22268 -0.31774 -0.545
O -0.82035 2.84578 -0.76611 0.447
C 0.37601 2.74678 -1.48193 0.455
O 0.82684 1.73662 -1.91722 -0.424
O 0.92875 3.97511 -1.62183 -0.514
H 0.24862 6.96467 -0.30849 0.443
H -0.28197 6.56445 -1.76847 0.388
H 1.44676 6.51189 -1.63191 0.342
H 1.01452 4.78395 0.35923 0.332
H -1.64199 4.87508 -0.83188 0.232
H -1.07545 4.16584 0.76182 0.294
C -1.82032 2.09849 -2.73077 -0.283
C -2.03859 0.64142 -2.37557 2.161
C -3.26629 -0.00293 -2.93373 1.049
O -2.93726 -1.26840 -3.22869 -0.343
C -1.60194 -1.39342 -3.32504 0.468
O -0.97606 -2.36129 -3.78607 -0.594
O -1.05041 -0.18783 -2.95008 -0.494
H -2.37776 2.80492 -2.11568 -0.623
H -2.05752 2.31768 -3.77183 0.484
H -0.77728 2.32618 -2.51097 -0.191
H -2.09230 0.40684 -1.31246 -0.859
H -3.73910 0.56194 -3.73714 0.236
H -3.93906 -0.06154 -2.07814 -1.052
C -2.91779 -1.56714 1.86225 -1.736
C -3.37432 -2.43537 2.95859 0.561
C -4.92584 -2.46946 2.95520 -0.447
O -5.19452 -3.82421 2.92532 -0.371
C -4.11497 -4.53366 2.73486 0.605
O -4.11044 -5.70558 2.49147 -0.581
O -3.02869 -3.74864 2.62643 -0.356
H -3.43162 -0.60600 1.84524 0.370
H -2.91002 -1.97075 0.84976 0.690
H -1.85174 -1.40958 2.02596 0.126
H -3.07629 -2.16555 3.97174 0.434
H -5.52486 -2.08568 2.12938 0.256
H -5.29477 -2.02072 3.87749 0.321
F -3.75672 4.36702 -1.77219 -0.365
C -4.29832 3.12152 -1.64718 0.148
C -3.91906 2.31307 -0.59824 0.104
C -4.42848 1.06276 -0.42610 -0.891
C -5.37592 0.54736 -1.33106 0.141
C -5.79005 1.31852 -2.42576 -1.116
C -5.25596 2.62091 -2.53612 -0.436
H -3.10025 2.63648 0.02734 0.610
H -4.06950 0.45983 0.39486 0.517
H -5.68931 -0.47179 -1.15926 0.431
H -6.56245 0.92645 -3.07080 0.457
H -5.57637 3.23383 -3.36564 0.441